No. 1
{
  "formula": "C27H84N12O12",
  "method": "the ωB97M-V functional and the def2-TZVPD basis",
  "largest_force_ev_per_a": 2.74,
  "smiles": "COC[C@H](C)N.COC[C@H](C)N.COC[C@H](C)N.COC[C@H](C)N.COC[C@H](C)N.COC[C@H](C)N.NC(N)=O.NC(N)=O.NC(N)=O.O.O.O",
  "relative_energy_kj_mol": 0.0,
  "total_charge": 0,
  "lumo_ev": 0.61,
  "homo_energy_ev": -9.18,
  "multiplicity": 1,
  "symbols": ["C", "O", "C", "C", "C", "N", "H", "H", "H", "H", "H", "H", "H", "H", "H", "H", "H", "C", "O", "C", "C", "C", "N", "H", "H", "H", "H", "H", "H", "H", "H", "H", "H", "H", "C", "O", "C", "C", "C", "N", "H", "H", "H", "H", "H", "H", "H", "H", "H", "H", "H", "C", "O", "C", "C", "C", "N", "H", "H", "H", "H", "H", "H", "H", "H", "H", "H", "H", "C", "O", "C", "C", "C", "N", "H", "H", "H", "H", "H", "H", "H", "H", "H", "H", "H", "C", "O", "C", "C", "C", "N", "H", "H", "H", "H", "H", "H", "H", "H", "H", "H", "H", "N", "C", "N", "O", "H", "H", "H", "H", "N", "C", "N", "O", "H", "H", "H", "H", "N", "C", "N", "O", "H", "H", "H", "H", "O", "H", "H", "O", "H", "H", "O", "H", "H"],
  "positions_angstrom": [[-4.04, 0.79, -3.94], [-3.12, 1.91, -4.11], [-2.44, 2.17, -2.94], [-1.44, 3.26, -3.24], [-0.56, 2.83, -4.41], [-0.69, 3.52, -2.01], [-3.42, -0.10, -3.66], [-4.53, 0.56, -4.86], [-4.75, 0.95, -3.13], [-3.16, 2.37, -2.12], [-1.92, 1.30, -2.61], [-1.96, 4.19, -3.49], [-1.21, 2.61, -5.23], [0.00, 1.93, -4.18], [0.01, 3.71, -4.75], [-0.52, 4.51, -1.86], [0.26, 3.17, -2.09], [-2.28, -6.71, -2.49], [-1.53, -5.55, -3.05], [-1.77, -4.30, -2.42], [-0.72, -3.27, -2.81], [0.63, -3.72, -2.33], [-1.14, -1.97, -2.30], [-2.00, -7.58, -3.10], [-3.35, -6.56, -2.69], [-1.97, -6.95, -1.46], [-2.80, -3.97, -2.67], [-1.76, -4.35, -1.31], [-0.70, -3.34, -3.90], [0.55, -3.70, -1.24], [1.42, -3.07, -2.68], [0.87, -4.72, -2.71], [-2.09, -1.86, -2.63], [-0.49, -1.23, -2.57], [-3.13, 0.53, 0.19], [-3.43, -0.76, 0.65], [-4.78, -1.27, 0.62], [-5.31, -1.51, -0.74], [-6.73, -2.06, -0.55], [-4.50, -2.40, -1.57], [-3.01, 0.49, -0.94], [-2.11, 0.75, 0.54], [-3.90, 1.28, 0.53], [-4.77, -2.26, 1.14], [-5.35, -0.51, 1.16], [-5.44, -0.59, -1.30], [-7.23, -2.36, -1.46], [-7.35, -1.33, -0.06], [-6.61, -2.99, -0.06], [-3.53, -2.18, -1.44], [-4.58, -3.37, -1.26], [1.35, 4.46, 5.41], [1.59, 4.58, 4.05], [2.10, 3.37, 3.55], [2.06, 3.26, 2.00], [0.62, 3.36, 1.57], [2.50, 1.90, 1.62], [0.48, 3.84, 5.65], [1.23, 5.45, 5.81], [2.18, 4.01, 5.99], [3.17, 3.35, 3.89], [1.61, 2.46, 3.92], [2.71, 4.04, 1.66], [0.00, 2.54, 1.80], [0.49, 3.50, 0.48], [0.00, 4.20, 1.89], [3.52, 1.85, 1.53], [2.24, 1.26, 2.38], [-3.31, 2.89, 3.88], [-3.22, 1.61, 3.30], [-2.19, 0.72, 3.82], [-2.47, 0.21, 5.25], [-1.64, -1.06, 5.51], [-3.93, -0.13, 5.47], [-3.87, 2.85, 4.80], [-3.78, 3.58, 3.19], [-2.34, 3.37, 4.10], [-2.26, -0.19, 3.16], [-1.20, 1.26, 3.83], [-2.23, 0.96, 5.98], [-1.96, -1.80, 4.78], [-1.81, -1.50, 6.50], [-0.59, -0.90, 5.23], [-3.95, -1.02, 4.96], [-4.41, 0.56, 4.89], [3.32, -4.70, 0.42], [2.59, -3.53, 0.84], [2.83, -2.45, -0.03], [4.17, -1.82, 0.20], [4.50, -1.47, 1.68], [4.24, -0.72, -0.74], [3.79, -4.50, -0.55], [2.64, -5.58, 0.36], [4.06, -4.92, 1.17], [2.81, -2.82, -1.07], [2.11, -1.64, 0.11], [4.97, -2.49, -0.11], [5.64, -1.41, 1.94], [4.02, -2.27, 2.32], [4.03, -0.52, 2.00], [3.68, 0.07, -0.46], [5.16, -0.38, -0.96], [4.88, 3.60, -1.67], [5.51, 3.00, -0.58], [6.43, 2.10, -0.95], [5.13, 3.20, 0.58], [4.92, 3.11, -2.55], [4.02, 3.96, -1.29], [7.13, 1.85, -0.24], [6.81, 2.29, -1.88], [2.20, 1.84, -1.46], [1.27, 0.73, -1.37], [0.72, 0.49, -0.16], [0.93, 0.08, -2.41], [2.58, 2.22, -0.60], [2.75, 1.92, -2.32], [0.10, -0.30, 0.11], [1.17, 0.95, 0.65], [3.51, 0.26, -4.03], [4.07, 1.46, -4.40], [3.24, 2.19, -5.26], [5.15, 1.96, -3.98], [2.51, 0.34, -3.93], [3.92, -0.28, -3.27], [3.58, 2.98, -5.80], [2.49, 1.64, -5.66], [1.52, -0.25, 3.70], [1.05, -1.02, 3.36], [2.20, -0.67, 4.19], [0.41, -2.47, 2.77], [-0.08, -2.40, 1.93], [1.16, -3.06, 2.67], [-1.11, -2.05, 0.40], [-2.01, -1.73, 0.58], [-1.05, -1.93, -0.60]]
}

No. 2
{
  "formula": "C27H90NO19",
  "method": "the ωB97M-V functional and the def2-TZVPD basis",
  "largest_force_ev_per_a": 3.82,
  "total_charge": -1,
  "lumo_ev": 1.89,
  "homo_energy_ev": -5.80,
  "multiplicity": 1,
  "symbols": ["C", "C", "C", "C", "C", "C", "N", "O", "C", "C", "C", "H", "H", "H", "H", "H", "H", "H", "H", "H", "H", "H", "H", "H", "H", "H", "H", "H", "H", "C", "O", "H", "H", "H", "H", "C", "O", "H", "H", "H", "H", "C", "O", "H", "H", "H", "H", "C", "O", "H", "H", "H", "H", "C", "O", "H", "H", "H", "H", "C", "O", "H", "H", "H", "H", "C", "O", "H", "H", "H", "H", "C", "O", "H", "H", "H", "H", "C", "O", "H", "H", "H", "H", "C", "O", "H", "H", "H", "H", "C", "O", "H", "H", "H", "H", "C", "O", "H", "H", "H", "H", "C", "O", "H", "H", "H", "H", "C", "O", "H", "H", "H", "H", "C", "O", "H", "H", "H", "H", "C", "O", "H", "H", "H", "H", "C", "O", "H", "H", "H", "H", "C", "O", "H", "H", "H", "H"],
  "positions_angstrom": [[7.56, -18.11, -16.11], [7.90, -16.58, -16.03], [7.08, -15.65, -16.89], [5.62, -15.62, -16.39], [5.63, -15.09, -14.94], [6.51, -15.89, -13.98], [7.89, -16.00, -14.63], [8.64, -16.84, -13.74], [5.86, -17.23, -13.74], [6.67, -15.06, -12.74], [9.40, -16.44, -16.49], [7.96, -18.51, -17.03], [6.45, -18.24, -16.00], [8.02, -18.60, -15.21], [7.10, -15.95, -17.95], [7.48, -14.58, -16.73], [5.28, -16.67, -16.48], [5.01, -14.93, -16.99], [4.60, -15.04, -14.57], [5.98, -14.09, -15.02], [6.58, -18.02, -13.66], [5.22, -17.53, -14.58], [5.34, -17.06, -12.77], [7.16, -14.11, -12.97], [7.27, -15.58, -12.01], [5.65, -14.90, -12.23], [10.06, -17.17, -16.00], [9.85, -15.48, -16.30], [9.59, -16.70, -17.55], [3.22, -14.75, -19.24], [4.06, -15.91, -19.36], [2.94, -14.62, -18.17], [3.77, -13.84, -19.50], [2.29, -14.74, -19.83], [3.77, -16.52, -18.67], [6.35, -12.80, -8.56], [7.22, -13.25, -9.46], [5.82, -11.86, -8.88], [5.57, -13.53, -8.29], [6.80, -12.49, -7.56], [8.11, -14.45, -9.84], [9.22, -19.92, -13.09], [10.12, -20.00, -11.91], [8.91, -18.90, -13.32], [9.74, -20.48, -13.90], [8.31, -20.54, -12.86], [10.98, -19.59, -12.11], [8.27, -11.10, -11.20], [7.25, -11.99, -11.56], [9.13, -11.26, -11.83], [7.97, -10.09, -11.39], [8.53, -11.24, -10.13], [7.21, -12.67, -10.76], [5.61, -11.22, -15.57], [4.92, -10.44, -14.58], [5.29, -10.86, -16.54], [6.66, -10.98, -15.44], [5.48, -12.28, -15.41], [4.83, -10.91, -13.74], [3.08, -18.83, -18.02], [3.31, -17.59, -17.41], [3.12, -19.66, -17.25], [2.11, -18.85, -18.54], [3.90, -18.97, -18.70], [2.80, -17.56, -16.59], [6.36, -17.86, -10.17], [5.11, -18.53, -9.89], [6.25, -16.83, -9.78], [7.23, -18.28, -9.66], [6.50, -17.79, -11.24], [5.03, -19.40, -10.32], [15.94, -10.93, -15.96], [16.63, -11.43, -17.10], [14.92, -10.64, -16.08], [15.87, -11.71, -15.16], [16.46, -10.08, -15.56], [16.25, -12.29, -17.32], [13.06, -17.60, -13.42], [11.83, -17.66, -12.73], [13.49, -18.66, -13.48], [12.86, -17.14, -14.40], [13.66, -16.90, -12.91], [11.61, -16.82, -12.43], [10.68, -12.43, -17.32], [11.38, -13.53, -17.85], [9.63, -12.42, -17.57], [10.82, -12.35, -16.26], [10.94, -11.59, -17.87], [10.78, -14.30, -17.77], [9.60, -14.80, -8.77], [8.92, -15.08, -9.92], [10.24, -13.91, -8.85], [8.99, -14.63, -7.91], [10.21, -15.73, -8.50], [9.99, -15.12, -11.24], [11.17, -19.65, -8.58], [10.04, -20.51, -8.78], [10.90, -18.90, -7.85], [11.91, -20.24, -8.12], [11.52, -19.07, -9.48], [9.67, -20.22, -9.63], [11.14, -14.39, -12.86], [10.54, -15.42, -12.09], [10.66, -14.43, -13.82], [11.05, -13.37, -12.51], [12.22, -14.64, -13.10], [9.18, -16.25, -13.19], [14.17, -12.86, -19.25], [14.47, -13.25, -17.91], [14.38, -11.81, -19.34], [14.75, -13.46, -19.93], [13.12, -12.95, -19.43], [13.66, -13.38, -17.41], [1.86, -17.92, -13.55], [2.55, -18.38, -14.73], [2.08, -16.92, -13.25], [0.81, -17.93, -13.78], [2.01, -18.60, -12.70], [3.42, -18.67, -14.45], [14.04, -20.88, -10.96], [14.67, -19.67, -11.30], [13.82, -20.80, -9.90], [13.09, -21.05, -11.45], [14.73, -21.76, -11.22], [13.92, -19.05, -11.46], [6.83, -18.64, -21.15], [6.12, -17.77, -22.00], [6.39, -19.63, -21.26], [7.90, -18.72, -21.47], [6.84, -18.32, -20.09], [5.86, -16.96, -21.60], [3.74, -12.40, -11.20], [4.63, -11.92, -12.21], [3.74, -11.83, -10.24], [2.64, -12.48, -11.54], [4.06, -13.39, -10.85], [5.61, -11.91, -11.96]]
}

What is the multiplicity in the second record?
1

Which value of multiplicity does entry 1 give?
1